The following is a DFT calculation (wB97M-V/def2-TZVPD) of one molecule with the formula C24H30N4O5.

CARTESIAN COORDINATES (ANGSTROEM)
C1 0.5770 1.3700 1.1123
C2 -0.4081 2.2518 0.3532
C3 -0.2091 2.2321 -1.1740
C4 -1.2056 3.1923 -1.8310
C5 1.2119 2.6245 -1.5727
N1 -0.4337 0.8751 -1.6715
C6 -1.6026 0.2250 -1.6779
O1 -2.6799 0.6802 -1.3482
C7 -1.4685 -1.2209 -2.2046
N2 -0.9085 -2.1402 -1.2242
C8 -1.8846 -2.8361 -0.4008
C9 -2.7113 -1.8409 0.3771
C10 -2.1102 -1.0968 1.3800
C11 -2.7972 -0.1036 2.0709
C12 -4.1053 0.1101 1.7148
C13 -4.7239 -0.6499 0.7206
C14 -4.0496 -1.6301 0.0391
O2 -6.0236 -0.2518 0.5877
C15 -6.1855 0.8358 1.4721
O3 -5.0012 1.0101 2.2205
C16 0.4271 -2.2240 -1.1117
O4 1.1632 -1.4912 -1.7706
C17 0.9935 -3.2946 -0.1920
C18 2.5135 -3.4460 -0.3398
C19 3.2819 -2.4655 0.5374
O5 3.7975 -2.8075 1.5794
N3 3.3132 -1.2055 0.0270
C20 3.9875 -0.0953 0.5116
C21 4.7837 -0.1109 1.6590
C22 5.4249 1.0584 2.0185
C23 5.2601 2.1966 1.2401
C24 4.4433 2.1062 0.1273
N4 3.8206 0.9961 -0.2310
H1 1.5876 1.7639 1.0514
H2 0.5777 0.3603 0.7081
H3 0.2969 1.3179 2.1620
H4 -0.3208 3.2807 0.7056
H5 -1.4258 1.9112 0.5547
H6 -1.1104 3.1472 -2.9136
H7 -2.2219 2.9218 -1.5622
H8 -1.0098 4.2100 -1.5041
H9 1.9395 1.8985 -1.2187
H10 1.4569 3.5967 -1.1531
H11 1.2878 2.6892 -2.6560
H12 0.3962 0.3413 -1.9044
H13 -0.8181 -1.2223 -3.0836
H14 -2.4632 -1.5736 -2.4780
H15 -1.3764 -3.5108 0.2856
H16 -2.5323 -3.4294 -1.0557
H17 -1.0752 -1.2785 1.6274
H18 -2.3248 0.4796 2.8430
H19 -4.5366 -2.1986 -0.7357
H20 -7.0256 0.6341 2.1542
H21 -6.3950 1.7524 0.8956
H22 0.7512 -3.0577 0.8467
H23 0.5223 -4.2471 -0.4447
H24 2.7941 -3.3049 -1.3845
H25 2.8028 -4.4483 -0.0225
H26 2.7735 -1.0371 -0.8234
H27 4.8876 -1.0148 2.2337
H28 6.0504 1.0821 2.8989
H29 5.7493 3.1240 1.4919
H30 4.2715 2.9589 -0.5170

Force components x, y, z for each atom (eV/Å):
-0.149 0.255 -0.044
0.125 -0.193 -0.085
-0.307 0.435 0.113
0.012 -0.144 0.132
-0.236 -0.173 0.071
0.649 0.260 -0.068
-0.037 -0.580 -0.342
-0.272 0.218 0.028
0.045 0.278 -0.155
-0.017 0.025 -0.207
-0.125 -0.046 0.233
-0.079 -0.122 0.169
-0.039 -0.148 -0.119
-0.261 0.179 0.038
-0.140 -0.429 -0.478
0.433 0.190 0.440
-0.185 0.104 0.203
0.177 -0.355 -0.228
-1.038 0.749 0.079
0.428 -0.093 0.186
-0.155 -0.340 0.191
0.253 0.063 -0.257
0.290 0.013 -0.148
-0.065 -0.007 0.100
-0.163 -0.268 -0.378
0.127 -0.099 0.288
-0.156 0.156 -0.337
0.305 0.318 0.316
0.024 -0.095 0.090
-0.121 0.100 -0.216
0.029 0.010 0.066
0.133 0.117 0.122
-0.097 -0.399 -0.158
0.136 -0.027 0.035
0.052 -0.183 -0.029
0.017 -0.063 0.138
-0.056 0.092 -0.015
-0.053 0.101 -0.015
0.023 0.021 -0.132
-0.059 0.058 -0.004
0.074 0.145 0.033
0.088 -0.027 0.007
0.026 0.136 0.066
0.013 0.024 -0.140
-0.218 -0.094 -0.007
-0.124 -0.047 0.067
0.059 0.065 0.031
-0.015 0.000 -0.122
0.065 -0.014 0.090
0.169 -0.020 0.025
0.074 0.086 0.125
-0.056 -0.089 -0.157
0.240 -0.018 -0.138
0.130 -0.232 0.097
-0.118 -0.088 0.009
-0.059 0.058 0.119
-0.009 -0.058 0.024
0.026 0.133 0.015
0.118 -0.118 0.176
-0.020 -0.030 0.007
0.037 -0.016 0.060
0.030 0.094 -0.003
0.023 0.132 -0.004

Output
HOMO, eV: -8.09
Gap between HOMO and LUMO, eV: 8.67
F_max, Eh/bohr: 0.02494
ΔE to the lowest compared entry with this formula, charge and spin, kJ/mol: 112.60
SMILES: CCC(C)(C)NC(=O)CN(Cc1ccc2c(c1)OCO2)C(=O)CCC(=O)Nc1ccccn1

Results of the Löwdin charge analysis, in e, for atoms 1 through 2: -0.081, -0.177